Entry 1:
Molecular formula: C24H20Cl5MoN2O2S3
Method: DFT, ωB97M-V/def2-TZVPD

Output
HOMO energy in eV: -11.13
Charge: +1

XYZ file:
```
57
C24H20Cl5MoN2O2S3 (ωB97M-V/def2-TZVPD)
Mo 0.03457 0.79116 -0.27020
C 2.57998 0.49612 -2.22445
C 1.95954 1.54271 -1.34500
N 1.95930 1.35822 -0.02024
N 2.40236 2.23298 0.94840
C 1.67065 2.20888 1.99111
S 0.10354 1.36601 1.96013
S 2.04432 3.04290 3.45546
C 3.83618 3.32227 3.25891
C 4.62945 2.05762 3.42270
C 4.81680 1.50777 4.68817
C 5.53696 0.33508 4.84703
C 6.08125 -0.30166 3.73905
C 5.90486 0.24338 2.47622
C 5.18095 1.41781 2.31788
C 1.66231 2.89580 -1.87142
C 2.53075 3.71592 -2.57807
C 2.10152 4.97457 -2.97320
C 0.81237 5.40490 -2.67758
C -0.07485 4.59009 -1.99000
C 0.37350 3.34364 -1.59762
O -0.43335 2.45479 -0.93871
H 3.63574 0.74640 -2.36665
H 2.53157 -0.48721 -1.75858
H 2.11029 0.47064 -3.20751
H 4.00279 3.79443 2.29408
H 4.06402 4.04518 4.04253
H 4.39793 2.00435 5.55614
H 5.68377 -0.07692 5.83669
H 6.65345 -1.21165 3.86329
H 6.34399 -0.23884 1.61206
H 5.04890 1.84955 1.33406
H 3.53252 3.37914 -2.81217
H 2.77093 5.62244 -3.52172
H 0.48988 6.38683 -2.99624
H -1.08442 4.90318 -1.76307
Cl -0.75155 -0.08698 -2.64130
C -2.20335 -0.29123 -1.64245
C -2.01006 0.03146 -0.31146
C -3.11220 -0.15970 0.51689
Cl -2.97276 0.16101 2.20692
C -4.33206 -0.61999 0.01570
Cl -5.67373 -0.84340 1.05802
C -4.46693 -0.90583 -1.34887
Cl -5.95706 -1.46430 -1.97322
C -3.37912 -0.74574 -2.20876
Cl -3.48381 -1.09896 -3.88044
C -0.29447 -3.57548 0.44330
S 0.15374 -2.02423 1.19244
C 1.70175 -2.46172 1.95410
O 0.60815 -1.19217 -0.03427
H -0.50040 -4.29042 1.23963
H 0.51549 -3.91778 -0.19818
H -1.20014 -3.39936 -0.13456
H 1.49518 -3.17003 2.75636
H 2.12225 -1.54682 2.36952
H 2.36515 -2.89024 1.20512
```

Atomic partial charges in e from the natural (NBO) method, atoms 1 to 6:
1. Mo 1.065
2. C -0.658
3. C 0.232
4. N -0.281
5. N -0.323
6. C -0.086

---

Entry 2:
Molecular formula: C5H30N2O9
Method: DFT, ωB97M-V/def2-TZVPD

Output
HOMO energy in eV: -8.64
Charge: 0

XYZ file:
```
46
C5H30N2O9 (ωB97M-V/def2-TZVPD)
C -2.11511 1.78679 0.73654
N -1.40248 0.65200 1.27080
C -0.33687 0.75603 2.26630
O 0.29916 1.96818 2.50740
C -1.55122 2.24674 -0.65121
C -1.61541 1.18070 -1.70970
C -3.05573 0.79255 -2.05930
N -2.18132 3.50907 -1.06520
H -3.16034 1.52529 0.58518
H -2.06311 2.68701 1.32029
H -0.97822 0.10190 0.53795
H -0.80040 0.38801 3.20105
H 0.32962 -0.09398 2.12037
H -0.24249 2.53946 3.05511
H -0.50717 2.46468 -0.41836
H -1.07543 1.37012 -2.64043
H -0.87095 0.38761 -1.50767
H -3.66076 0.47987 -1.22462
H -3.41365 1.64539 -2.64340
H -3.08162 0.09402 -2.90518
H -1.65346 4.22659 -0.61304
H -3.16200 3.70264 -0.95185
H 3.52352 1.30352 -3.44791
H 3.27167 2.13717 -2.16829
O 3.17607 2.14058 -3.12528
H 2.59956 -0.63942 1.49260
H 2.32264 -0.54017 2.95245
O 2.58547 -1.18550 2.29215
H 1.44425 -2.72566 2.20567
H 0.77101 -3.90517 3.00837
O 0.63986 -3.02743 2.65165
H -3.30800 -2.27796 2.04606
H -2.49453 -3.49777 2.44267
O -3.27267 -3.23351 1.94179
H 3.66829 -2.82891 0.79183
H 2.54096 -2.22144 -0.03582
O 3.35990 -2.71082 -0.10314
H 2.69827 0.32475 -1.31707
H 3.78602 -0.38584 -0.47204
O 2.99785 0.16891 -0.42148
H -0.39380 -2.98290 0.22046
H -0.95552 -2.07332 -0.81742
O -0.33677 -2.80804 -0.72583
H 0.69678 0.78745 -4.06612
H -0.07840 -0.49680 -3.96657
O 0.77443 -0.11517 -3.73471
```

Atomic partial charges in e from the natural (NBO) method, atoms 1 to 6:
1. C -0.229
2. N -0.665
3. C 0.084
4. O -0.724
5. C -0.055
6. C -0.429

---

Entry 3:
Molecular formula: C25H19F5N3O10TeW
Method: DFT, ωB97M-V/def2-TZVPD

Output
HOMO energy in eV: -11.75
Charge: +1

XYZ file:
```
64
C25H19F5N3O10TeW (ωB97M-V/def2-TZVPD)
W 0.30556 0.69151 0.30221
O -0.94566 3.90873 1.16242
C -0.38043 3.00882 1.77447
O -0.81695 1.75107 1.69043
C 0.93035 3.12622 2.46570
C 1.29053 4.31448 3.07921
C 2.54597 4.40732 3.64852
C 3.46509 3.38282 3.58037
C 3.11442 2.21268 2.92613
C 1.84165 2.04384 2.38743
O 1.48359 0.88118 1.79502
N 4.15274 1.15676 2.83360
O 5.12665 1.29765 3.53174
O 3.97470 0.25986 2.03590
N 2.92385 5.65884 4.34168
O 4.01524 5.68984 4.85938
O 2.10706 6.55200 4.33016
H 0.60692 5.15087 3.12523
H 4.44616 3.48524 4.02147
C -0.84936 -1.54098 -0.52904
C 0.64447 -1.80495 -0.25109
C 0.85578 -1.99064 1.24430
C 1.78895 -2.81608 1.70139
C 2.41573 -3.75885 0.69235
C 3.43022 -3.07688 -0.21439
C 2.78252 -2.65651 -1.28368
C 2.90598 -4.98742 1.32567
N 3.31928 -5.93005 1.82898
H -1.40233 -2.42205 -0.20679
H -1.04418 -1.31619 -1.57522
H 0.21220 -1.46468 1.94492
H 2.00785 -2.91614 2.75603
H 4.47880 -2.99185 0.02199
H 3.20718 -2.14428 -2.12580
C -2.43778 -4.00147 -5.48450
C -1.43719 -3.77081 -4.38984
C -0.51811 -2.73721 -4.45404
C 0.40535 -2.49592 -3.44198
C 1.34864 -1.34446 -3.71342
C 0.41607 -3.32874 -2.30177
C -0.48710 -4.41016 -2.23270
C -0.58503 -5.41851 -1.10787
C -1.38847 -4.59450 -3.27797
C 1.29542 -2.98876 -1.10081
O 1.35865 -4.08136 -0.20658
O 1.39317 -0.48789 -0.57218
H -2.54092 -3.12174 -6.11767
H -3.41667 -4.25090 -5.07573
H -2.12832 -4.83459 -6.11801
H -0.51275 -2.08973 -5.32302
H 0.91399 -0.69730 -4.47299
H 2.29731 -1.70635 -4.11438
H 1.56837 -0.72040 -2.85376
H -0.86087 -4.96561 -0.15438
H 0.35214 -5.94496 -0.94588
H -1.34743 -6.15080 -1.36184
H -2.08277 -5.42359 -3.21080
F -3.06290 2.35037 -2.27385
Te -2.23809 2.76592 -0.65969
F -0.94665 3.71378 -1.54099
F -3.29144 4.27959 -0.63128
F -0.42116 1.12884 -1.45252
F 1.02019 2.33416 -0.18055
O -1.25584 -0.35795 0.28464
```

Atomic partial charges in e from the natural (NBO) method, atoms 1 to 6:
1. W 2.563
2. O -0.613
3. C 0.837
4. O -0.743
5. C -0.272
6. C -0.038

---

Going through the records in order, we get energy relative to the best compared isomer or geometry (same formula, charge and spin) values of 22.7 61.6 56.0 kcal/mol.
Going through the records in order, we get frontier orbital gap values of 0.2381 0.3258 0.2121 Eh.